The following is a DFT calculation (ωB97M-V/def2-TZVPD) of a molecular structure, C8H22BBeBr2MgN6NaO17P2S in a non-equilibrium geometry.

- Lowest unoccupied orbital energy: -6.12 eV
- HOMO: -7.490 eV
- HOMO-LUMO gap: 1.370 eV

Each line ends with the Mulliken charge.
Atoms and positions in Å:
N1 -0.152 2.377 0.553  -0.436
B1 0.501 2.657 1.857  0.404
O1 0.265 3.886 2.550  -0.495
N2 1.401 1.587 2.459  0.047
C1 2.624 1.380 1.939  0.244
N3 3.231 2.089 0.807  -0.353
C2 4.507 1.422 0.729  -0.215
N4 4.653 0.417 1.752  0.191
N5 3.507 0.370 2.513  0.104
P1 0.773 0.651 3.822  0.635
O2 -0.752 0.022 3.376  -0.474
O3 0.722 1.596 5.253  -0.380
H1 0.197 1.501 0.131  0.186
H2 -1.178 2.286 0.651  0.220
H3 1.099 4.069 3.050  0.312
H4 5.362 1.617 -0.002  0.492
H5 5.459 -0.237 1.945  0.203
H6 3.402 -0.306 3.291  0.003
H7 -1.124 -0.402 4.182  0.364
H8 1.271 2.441 5.057  0.327
O4 -2.210 0.660 -1.104  -0.591
C3 -2.258 -0.533 -0.900  0.750
O5 -1.125 -1.225 -0.681  -0.345
C4 -1.083 -2.599 -0.261  0.008
C5 -1.205 -3.534 -1.446  -0.927
C6 -3.565 -1.273 -0.975  -1.031
H9 -1.833 -2.795 0.509  0.301
H10 -0.108 -2.743 0.214  -0.078
H11 -2.159 -3.409 -1.962  0.361
H12 -1.120 -4.574 -1.126  0.317
H13 -0.421 -3.326 -2.179  0.277
H14 -3.796 -1.482 -2.021  0.285
H15 -4.346 -0.637 -0.552  0.285
H16 -3.583 -2.199 -0.405  0.374
Br1 1.389 3.290 6.566  -0.434
Be1 5.829 -1.687 1.059  0.016
N6 6.256 4.009 -1.716  0.998
O6 6.859 4.478 -2.689  -0.599
O7 6.444 2.819 -1.379  -0.664
O8 5.462 4.716 -1.072  -0.621
O9 1.560 -4.982 -1.642  -0.394
P2 2.089 -5.156 -0.213  0.731
O10 3.399 -4.371 -0.049  -0.635
O11 2.348 -6.642 0.057  -0.369
O12 1.049 -4.626 0.784  -0.396
Mg1 2.201 -1.511 4.789  0.268
Na1 2.551 -2.766 -0.539  0.889
O13 4.133 -4.678 -3.976  -0.635
H17 3.725 -4.489 -4.830  0.311
H18 3.391 -4.944 -3.417  0.325
C7 -5.651 2.279 -3.500  -0.341
C8 -5.509 2.785 -2.073  -0.098
O14 -6.846 3.012 -1.625  -0.316
S1 -7.831 1.935 -2.335  1.098
O15 -8.041 0.849 -1.424  -0.533
O16 -8.906 2.646 -2.956  -0.523
O17 -6.803 1.435 -3.487  -0.316
H19 -5.838 3.102 -4.195  0.302
H20 -4.773 1.720 -3.828  0.300
H21 -4.923 3.702 -2.014  0.297
H22 -5.060 2.025 -1.427  0.127
Br2 4.541 1.295 4.105  -0.157

Forces on the atoms, in the same order (eV/Å):
N 0.581 -0.955 2.452
B -1.924 2.340 -1.579
O 1.814 -2.698 -0.733
N -0.983 0.055 1.117
C 3.383 -1.680 -1.754
N 2.237 -4.747 3.524
C -2.156 -0.462 2.306
N -1.511 2.440 -3.878
N -2.528 1.557 -5.860
P -0.310 -0.359 1.420
O 2.013 1.314 0.570
O -1.384 -4.280 -5.165
H -0.565 0.682 0.205
H 0.697 0.501 -0.595
H -1.140 0.172 -0.045
H -1.167 0.377 0.631
H -0.825 1.312 0.286
H -0.125 -0.034 -1.096
H 0.086 0.406 -0.518
H 0.140 0.365 0.214
O 0.355 -0.667 0.277
C -0.434 0.408 -0.408
O 0.457 0.525 0.286
C -0.165 -0.324 -0.308
C -0.176 0.031 -0.123
C -0.303 -0.112 0.567
H 0.014 0.057 -0.064
H -0.200 0.188 0.003
H -0.004 0.000 0.124
H 0.090 0.126 -0.027
H -0.014 -0.109 0.128
H 0.009 0.009 0.068
H 0.098 0.048 -0.269
H 0.059 -0.095 -0.190
Br 1.138 3.132 2.491
Be 0.713 -1.783 -0.732
N -0.110 0.978 -0.356
O -0.065 -0.309 0.235
O -0.030 -0.953 0.361
O -0.026 -0.280 0.134
O 0.468 -0.254 0.436
P 0.605 -1.061 0.351
O 0.449 -1.916 0.578
O -0.794 0.297 -0.206
O 0.505 -0.318 -0.172
Mg 0.023 0.175 0.303
Na -0.946 3.323 -1.118
O -0.313 0.126 0.021
H 0.129 -0.045 0.084
H 0.078 -0.070 0.008
C 0.267 0.580 -0.188
C 0.516 -0.449 0.079
O -0.594 -0.261 -0.669
S 0.037 0.087 0.025
O -0.073 0.685 -0.753
O 0.625 -0.605 0.661
O -0.333 0.025 0.799
H 0.056 -0.026 0.046
H -0.224 -0.129 0.056
H -0.275 0.018 0.054
H 0.095 0.058 -0.088
Br 1.958 2.583 5.999



The following is a DFT calculation (ωB97M-V/def2-TZVPD) of 11 unconnected molecules or ions with the total composition C11H44N4O11 in a non-equilibrium geometry.

- Lowest unoccupied orbital energy: -0.07 eV
- HOMO: -9.844 eV
- HOMO-LUMO gap: 9.770 eV
- SMILES string: NC(N)=O.NC(N)=O.CC(C)O.CC(C)O.CC(C)O.O.O.O.O.O.O

Each line ends with the Mulliken charge.
Atoms and positions in Å:
N1 3.436 5.383 -7.297  -0.341
C1 3.588 5.612 -6.050  0.670
N2 4.615 4.972 -5.558  -0.394
O1 2.845 6.345 -5.393  -0.671
H1 4.148 4.803 -7.717  0.138
H2 2.701 5.724 -7.900  0.204
H3 5.240 4.367 -6.072  0.179
H4 4.558 4.819 -4.561  0.215
N3 5.068 -2.111 -2.305  -0.390
C2 4.705 -3.258 -1.762  0.682
N4 3.444 -3.462 -2.009  -0.381
O2 5.490 -4.107 -1.312  -0.673
H5 6.036 -1.848 -2.191  0.208
H6 4.433 -1.550 -2.855  0.165
H7 3.142 -4.391 -1.751  0.219
H8 2.870 -2.767 -2.465  0.174
C3 2.280 -1.528 7.296  -1.287
C4 2.173 -2.735 6.394  0.608
C5 3.177 -2.652 5.245  -1.341
O3 2.393 -3.805 7.276  -0.533
H9 2.112 -0.636 6.693  0.358
H10 3.273 -1.459 7.740  0.324
H11 1.517 -1.546 8.074  0.319
H12 1.171 -2.861 5.984  0.158
H13 2.995 -1.718 4.714  0.334
H14 3.048 -3.472 4.539  0.379
H15 4.225 -2.608 5.544  0.374
H16 2.805 -4.506 6.765  0.307
C6 -6.822 -2.292 3.396  -1.286
C7 -5.749 -3.213 3.033  0.594
C8 -4.479 -2.824 3.839  -1.365
O4 -6.121 -4.527 3.398  -0.565
H17 -6.973 -1.455 2.713  0.322
H18 -6.668 -1.820 4.366  0.312
H19 -7.784 -2.786 3.531  0.356
H20 -5.589 -3.122 1.958  0.222
H21 -4.508 -3.172 4.871  0.326
H22 -4.388 -1.740 3.764  0.364
H23 -3.594 -3.240 3.358  0.411
H24 -5.403 -5.090 3.100  0.308
C9 0.434 2.103 1.386  -1.177
C10 0.432 0.998 0.274  0.553
C11 -0.969 0.711 -0.252  -1.271
O5 1.151 1.283 -0.877  -0.528
H25 1.489 2.374 1.437  0.350
H26 0.040 1.758 2.342  0.342
H27 -0.159 2.982 1.134  0.306
H28 0.894 0.098 0.680  0.170
H29 -1.638 0.393 0.547  0.360
H30 -0.934 -0.086 -0.996  0.315
H31 -1.373 1.599 -0.737  0.298
H32 1.922 1.846 -0.776  0.277
O6 -3.657 -4.371 -3.154  -0.650
H33 -3.369 -3.783 -3.852  0.329
H34 -4.598 -4.214 -3.081  0.316
O7 -0.660 2.448 -4.708  -0.631
H35 -0.099 2.195 -3.974  0.316
H36 -1.014 3.301 -4.456  0.315
O8 5.528 2.710 -0.616  -0.623
H37 5.695 1.768 -0.560  0.313
H38 6.354 3.115 -0.351  0.311
O9 -3.138 -1.518 -5.964  -0.638
H39 -2.610 -2.033 -6.574  0.319
H40 -2.749 -0.644 -5.988  0.323
O10 -4.672 4.699 -3.788  -0.629
H41 -4.532 5.630 -3.612  0.319
H42 -5.217 4.684 -4.574  0.310
O11 -4.081 5.298 0.596  -0.634
H43 -3.909 6.186 0.282  0.312
H44 -3.973 4.745 -0.178  0.322

Forces on the atoms, in the same order (eV/Å):
N -0.274 -1.171 -5.924
C -2.640 2.643 2.692
N 3.023 -1.732 2.994
O 0.255 -0.405 0.136
H -0.547 0.141 -0.416
H 0.201 0.209 0.592
H -0.415 0.153 0.086
H 0.383 0.158 -0.141
N 2.210 2.882 -0.333
C 2.689 -1.959 -0.483
N -3.483 -1.830 0.457
O -0.846 1.093 0.304
H -0.315 0.142 -0.269
H 0.471 -0.052 0.269
H -0.623 0.367 -0.263
H -0.126 -0.616 0.328
C -0.520 0.762 -0.550
C 0.592 0.525 0.325
C -0.281 0.154 -0.116
O 0.498 -1.185 0.036
H -0.003 0.242 0.101
H -0.045 -0.143 0.019
H 0.130 -0.104 0.068
H -0.202 0.352 -0.193
H -0.103 -0.036 -0.199
H 0.018 -0.068 -0.039
H -0.049 -0.170 0.391
H -0.036 -0.327 0.150
C -2.172 1.406 1.107
C 1.604 -0.130 0.870
C 0.055 0.066 -1.431
O -0.218 -0.422 -0.347
H 0.143 -0.152 -0.242
H 0.247 -0.046 0.174
H -0.039 -0.213 -0.416
H 0.344 -0.289 -0.163
H -0.326 0.161 -0.072
H 0.211 0.056 0.340
H 0.171 -0.130 0.089
H -0.015 -0.305 0.085
C 0.391 -0.583 -1.264
C -1.284 0.148 1.167
C -0.008 -0.372 0.334
O 0.807 0.864 -1.633
H -0.014 0.349 0.652
H 0.313 -0.303 -0.064
H 0.083 0.004 -0.372
H -0.261 -0.222 0.486
H -0.053 0.054 0.033
H 0.016 -0.012 -0.008
H 0.016 0.067 0.089
H 0.024 0.031 0.513
O 0.146 -0.211 0.157
H 0.084 0.250 -0.214
H -0.228 0.033 0.027
O -0.043 -0.185 -0.257
H 0.159 -0.103 0.253
H -0.128 0.234 0.033
O -0.241 0.072 -0.127
H 0.019 -0.267 0.036
H 0.190 0.166 0.085
O -0.183 -0.204 0.157
H 0.106 -0.142 -0.183
H 0.092 0.307 0.078
O 0.145 -0.162 0.173
H 0.037 0.245 0.045
H -0.150 -0.068 -0.201
O -0.030 -0.044 0.218
H 0.038 0.239 -0.023
H -0.012 -0.213 -0.212



The following is a DFT calculation (ωB97M-V/def2-TZVPD) of 2 unconnected molecules or ions with the total composition C4H6FNO in a non-equilibrium geometry.

- Lowest unoccupied orbital energy (spin up / spin down): 0.74 / -1.14 eV
- HOMO (spin up / spin down): -7.509 / -9.946 eV
- HOMO-LUMO gap (spin up / spin down): 8.254 / 8.807 eV
- 2S+1: 3

Each line ends with the Löwdin spin population.
Atoms and positions in Å:
C1 -2.662 -0.621 0.135  0.066
C2 2.236 0.564 -0.760  0.062
C3 -1.711 0.152 -0.356  0.682
C4 0.882 -0.593 0.772  0.633
N1 1.689 0.418 0.435  0.159
O1 2.189 -0.243 -1.697  0.100
F1 -1.724 1.188 -1.218  0.169
H1 -3.770 -0.489 0.025  0.028
H2 -2.573 -1.385 0.868  0.004
H3 2.839 1.498 -0.962  0.001
H4 0.431 -1.241 0.030  0.048
H5 0.186 -0.347 1.506  0.048
H6 1.988 1.099 1.221  0.001

Forces on the atoms, in the same order (eV/Å):
C -1.468 1.089 -0.288
C 2.222 0.119 -3.935
C -0.817 0.407 -0.633
C -1.008 -1.721 -0.103
N 0.984 2.389 2.615
O -0.566 0.701 1.550
F -0.294 -1.296 1.037
H 1.048 0.502 -0.658
H 1.171 -0.530 0.342
H -0.577 -0.491 0.847
H 0.817 0.131 -0.339
H -0.686 0.191 1.676
H -0.825 -1.492 -2.112